{
  "formula": "C75H185N15O5",
  "method": "ωB97M-V/def2-TZVPD",
  "elements": ["C", "C", "N", "C", "C", "C", "C", "H", "H", "H", "H", "H", "H", "H", "H", "H", "H", "H", "H", "H", "H", "H", "C", "C", "N", "C", "C", "C", "C", "H", "H", "H", "H", "H", "H", "H", "H", "H", "H", "H", "H", "H", "H", "H", "C", "C", "N", "C", "C", "C", "C", "H", "H", "H", "H", "H", "H", "H", "H", "H", "H", "H", "H", "H", "H", "H", "C", "C", "N", "C", "C", "C", "C", "H", "H", "H", "H", "H", "H", "H", "H", "H", "H", "H", "H", "H", "H", "H", "C", "C", "N", "C", "C", "C", "C", "H", "H", "H", "H", "H", "H", "H", "H", "H", "H", "H", "H", "H", "H", "H", "C", "C", "N", "C", "C", "C", "C", "H", "H", "H", "H", "H", "H", "H", "H", "H", "H", "H", "H", "H", "H", "H", "C", "C", "N", "C", "C", "C", "C", "H", "H", "H", "H", "H", "H", "H", "H", "H", "H", "H", "H", "H", "H", "H", "C", "C", "N", "C", "C", "C", "C", "H", "H", "H", "H", "H", "H", "H", "H", "H", "H", "H", "H", "H", "H", "H", "C", "C", "N", "C", "C", "C", "C", "H", "H", "H", "H", "H", "H", "H", "H", "H", "H", "H", "H", "H", "H", "H", "C", "C", "N", "C", "C", "C", "C", "H", "H", "H", "H", "H", "H", "H", "H", "H", "H", "H", "H", "H", "H", "H", "C", "C", "O", "N", "C", "H", "H", "H", "H", "H", "H", "H", "C", "C", "O", "N", "C", "H", "H", "H", "H", "H", "H", "H", "C", "C", "O", "N", "C", "H", "H", "H", "H", "H", "H", "H", "C", "C", "O", "N", "C", "H", "H", "H", "H", "H", "H", "H", "C", "C", "O", "N", "C", "H", "H", "H", "H", "H", "H", "H"],
  "xyz": [[0.331801, -1.606107, -21.565004], [-0.480297, -2.851046, -21.131976], [0.290106, -3.903419, -20.487299], [-0.611096, -4.938409, -19.970495], [-1.748128, -5.396144, -20.859011], [1.113921, -3.389484, -19.409480], [1.891468, -4.362453, -18.496079], [0.879833, -1.244574, -20.701639], [-0.218764, -0.859509, -22.130525], [1.129283, -1.930461, -22.244463], [-1.259375, -2.427986, -20.469114], [-1.033757, -3.284988, -21.961197], [-0.009855, -5.795235, -19.656435], [-1.003396, -4.548303, -19.012181], [-1.420990, -5.712927, -21.850523], [-2.200017, -6.262499, -20.373204], [-2.519959, -4.639302, -20.997383], [0.426213, -2.862556, -18.718699], [1.844661, -2.673115, -19.777653], [2.717205, -4.869345, -18.993438], [1.206133, -5.026551, -17.971418], [2.349063, -3.718136, -17.740290], [-1.470856, -3.700039, -15.987673], [-2.239370, -2.380455, -16.172830], [-3.595528, -2.541017, -16.708408], [-3.630901, -3.284663, -17.978658], [-5.081284, -3.645609, -18.335350], [-4.100117, -1.168466, -16.980298], [-4.195333, -0.280467, -15.724932], [-1.593180, -3.969064, -14.932004], [-0.390235, -3.603539, -16.105244], [-1.789222, -4.560893, -16.570044], [-2.226998, -1.830645, -15.238230], [-1.631015, -1.817421, -16.899266], [-3.203549, -2.717981, -18.820081], [-3.036360, -4.195618, -17.970353], [-5.542975, -2.765380, -18.788248], [-4.974758, -4.404911, -19.112676], [-5.741826, -3.919975, -17.518216], [-5.061465, -1.179378, -17.492316], [-3.477768, -0.708974, -17.764935], [-3.931749, 0.752522, -15.953410], [-3.654899, -0.534336, -14.816279], [-5.246970, -0.323485, -15.433724], [6.986024, -0.937515, -6.284277], [6.289954, -0.018031, -7.280771], [4.835104, -0.136902, -7.371826], [4.112354, 0.664390, -6.371533], [2.635660, 0.850575, -6.771105], [4.237550, -1.393550, -7.792699], [4.673399, -1.786203, -9.209456], [6.543790, -1.928534, -6.386124], [6.837448, -0.566796, -5.267378], [8.070960, -1.008426, -6.375629], [6.448201, 1.046033, -7.090420], [6.669768, -0.097748, -8.304742], [4.226790, 0.263772, -5.359236], [4.588368, 1.639499, -6.475445], [2.219457, 1.833303, -6.547046], [2.573968, 0.752885, -7.855791], [1.964001, 0.125776, -6.309921], [3.162863, -1.225835, -7.804474], [4.404750, -2.250897, -7.125170], [4.396222, -0.996348, -9.910748], [4.254525, -2.741729, -9.522977], [5.754116, -1.898465, -9.323356], [3.412391, -0.214653, -15.463670], [2.974886, 0.668119, -16.635402], [1.794792, 0.089899, -17.257581], [1.560908, 0.594348, -18.615475], [2.702342, 0.162203, -19.523119], [0.612586, 0.015267, -16.376813], [-0.108286, 1.364677, -16.186101], [2.741879, -0.197707, -14.600431], [4.371676, 0.146034, -15.086081], [3.460936, -1.280043, -15.698008], [2.687298, 1.673019, -16.286205], [3.891023, 0.780953, -17.207174], [1.455340, 1.692501, -18.662884], [0.565866, 0.317746, -18.976323], [2.434193, 0.213778, -20.580771], [2.866533, -0.906648, -19.367975], [3.641212, 0.687302, -19.384348], [-0.036269, -0.516826, -17.076625], [0.872185, -0.543023, -15.483999], [-1.120997, 1.263097, -15.798690], [0.472213, 2.023924, -15.538059], [-0.178605, 1.818344, -17.174948], [8.265744, -8.747191, -9.775353], [9.248428, -9.597369, -10.578165], [8.972890, -9.482304, -12.002594], [9.977593, -10.172965, -12.773716], [10.330953, -11.610258, -12.390985], [8.760051, -8.140798, -12.561647], [9.917888, -7.127702, -12.436924], [8.424678, -7.680820, -9.941570], [8.310027, -8.947779, -8.703975], [7.242523, -9.001534, -10.060954], [10.250839, -9.226429, -10.315481], [9.138504, -10.613830, -10.203366], [9.780551, -10.169000, -13.853213], [10.931474, -9.609822, -12.792161], [10.767220, -11.654738, -11.392388], [9.478953, -12.286870, -12.471357], [11.103232, -12.000144, -13.055840], [7.910036, -7.760078, -11.991367], [8.383860, -8.257600, -13.576841], [9.468727, -6.205697, -12.066807], [10.187602, -6.900712, -13.471919], [10.820657, -7.436447, -11.918068], [8.486785, -12.144536, -19.159144], [7.160049, -12.544791, -18.530418], [6.410482, -11.372768, -18.073733], [6.818024, -10.950874, -16.717029], [6.654365, -9.427094, -16.628286], [4.964680, -11.443907, -18.215881], [4.554606, -11.213285, -19.688358], [8.341475, -11.643795, -20.112141], [9.053176, -13.077126, -19.270792], [9.129794, -11.594795, -18.469844], [6.616980, -13.179961, -19.230113], [7.380796, -13.132558, -17.626512], [6.188862, -11.533489, -16.032067], [7.857094, -11.264638, -16.642841], [5.897621, -9.148943, -15.891204], [7.586215, -8.903173, -16.400294], [6.342717, -8.948439, -17.556128], [4.425704, -10.762385, -17.560771], [4.559880, -12.456633, -18.054770], [4.823392, -10.197635, -19.981703], [3.478195, -11.327319, -19.808594], [5.116819, -11.939053, -20.273503], [1.980259, -4.444618, -8.775104], [3.096960, -5.413794, -9.229712], [3.758936, -5.934813, -8.056026], [4.767515, -6.895886, -8.535454], [5.637097, -7.537434, -7.432504], [2.973302, -6.426357, -6.928444], [2.111580, -7.641575, -7.281811], [1.608138, -3.800607, -9.572400], [2.458706, -3.894237, -7.964385], [1.100139, -4.973817, -8.406338], [2.644935, -6.221869, -9.823575], [3.799758, -4.810387, -9.804678], [4.374867, -7.714161, -9.152763], [5.465423, -6.300389, -9.129705], [6.149277, -8.375410, -7.896023], [6.168718, -6.759496, -6.885307], [4.995651, -7.963359, -6.655918], [2.292051, -5.651419, -6.571242], [3.645100, -6.597945, -6.092512], [2.769585, -8.473249, -7.547350], [1.389900, -7.475583, -8.081003], [1.543469, -7.985270, -6.413295], [1.569973, -5.072738, -14.931971], [2.924478, -4.356651, -14.906753], [3.913941, -5.037585, -14.048084], [4.370534, -6.230126, -14.756657], [5.198563, -7.116566, -13.850351], [5.054143, -4.125391, -13.787659], [5.282943, -4.060623, -12.265434], [1.086320, -4.756451, -14.002604], [1.687688, -6.146370, -15.014272], [0.930702, -4.626171, -15.694099], [3.323818, -4.389456, -15.936472], [2.791538, -3.287501, -14.732830], [4.944202, -5.993427, -15.670183], [3.545499, -6.800257, -15.188219], [4.669202, -7.368482, -12.926817], [6.098805, -6.599904, -13.507597], [5.497443, -8.054922, -14.319318], [5.893074, -4.565715, -14.334754], [4.913053, -3.138254, -14.231819], [4.362220, -3.732062, -11.780668], [5.515459, -5.036187, -11.843787], [6.115175, -3.377548, -12.090275], [9.208180, -4.333447, -14.632794], [8.926444, -4.631516, -16.099350], [7.661458, -4.037671, -16.516300], [7.647843, -2.591182, -16.413505], [6.379885, -1.953911, -16.983682], [7.223531, -4.577394, -17.807135], [7.300663, -6.094624, -17.901824], [8.318306, -4.618087, -14.064049], [9.327225, -3.298484, -14.287258], [10.166340, -4.797575, -14.397428], [9.782941, -4.301630, -16.705094], [8.918605, -5.717682, -16.012730], [7.795259, -2.243041, -15.394331], [8.435290, -2.194412, -17.077340], [6.371053, -0.864746, -16.961350], [6.266471, -2.152738, -18.055306], [5.458996, -2.399870, -16.596781], [7.814800, -4.208166, -18.658204], [6.174272, -4.296161, -17.905660], [6.999384, -6.636383, -17.003997], [8.363142, -6.343870, -17.978056], [6.776541, -6.430334, -18.793653], [5.697624, -10.459842, -11.897468], [4.657548, -10.868168, -10.860985], [3.451468, -11.527954, -11.380389], [2.529736, -11.877264, -10.302315], [1.441524, -10.815682, -10.086781], [3.804978, -12.697733, -12.199988], [4.777080, -13.708453, -11.604567], [5.574527, -9.419787, -12.218171], [5.733187, -10.969002, -12.859602], [6.675196, -10.486641, -11.423006], [5.121467, -11.504519, -10.093356], [4.309633, -9.979386, -10.323197], [2.046071, -12.806870, -10.608731], [2.981574, -12.113207, -9.330383], [1.165591, -10.366265, -11.041219], [0.551002, -11.239018, -9.623218], [1.820374, -10.010430, -9.452135], [4.116136, -12.455797, -13.219343], [2.794333, -13.062495, -12.420331], [4.571534, -13.947985, -10.559794], [5.809911, -13.381935, -11.742457], [4.784041, -14.683170, -12.101240], [-2.331468, -7.893452, -13.046501], [-0.821148, -7.806671, -13.144409], [-0.235509, -8.014469, -14.195778], [-0.145387, -7.704118, -11.970629], [1.271504, -7.959804, -11.849140], [-2.882354, -8.133979, -13.948714], [-2.648005, -6.848683, -12.887910], [-2.693833, -8.367023, -12.135500], [-0.639944, -7.920736, -11.120857], [1.654745, -8.787049, -12.453855], [1.611582, -8.313229, -10.870708], [1.893987, -7.078705, -12.019122], [-0.867672, -4.207814, -12.011461], [-0.462899, -2.760524, -12.052829], [-1.362871, -1.936778, -12.205392], [0.840656, -2.465043, -12.038767], [1.323560, -1.117606, -12.257444], [-0.207606, -5.019059, -11.686327], [-1.066571, -4.579436, -13.023901], [-1.814187, -4.323499, -11.487209], [1.465029, -3.234164, -11.857765], [1.505149, -0.580003, -11.326452], [0.691320, -0.603831, -12.973840], [2.321450, -1.123062, -12.703631], [8.015163, -0.485314, -11.278454], [8.677110, 0.884486, -11.437404], [9.033355, 1.538155, -10.478372], [8.765272, 1.267133, -12.721708], [9.268196, 2.552445, -13.116983], [6.954180, -0.542322, -11.013115], [8.559903, -1.000988, -10.487212], [7.938294, -1.105414, -12.176713], [8.234069, 0.831273, -13.452793], [10.250600, 2.561667, -13.610432], [9.477092, 3.212629, -12.276187], [8.615443, 3.013279, -13.860260], [7.630450, -4.074085, -8.136463], [8.409046, -4.037072, -9.478559], [7.939429, -4.455311, -10.522885], [9.675341, -3.559614, -9.423170], [10.626145, -3.502519, -10.530227], [8.156473, -3.293268, -7.585040], [7.714447, -5.063157, -7.697388], [6.618051, -3.737223, -8.328792], [10.065738, -3.465417, -8.501746], [11.568258, -3.593424, -9.990724], [10.563456, -2.596797, -11.130666], [10.573088, -4.348947, -11.214485], [2.154537, -8.860133, -17.038004], [0.948078, -8.340535, -17.840262], [0.941664, -8.399082, -19.060743], [-0.120882, -8.026598, -17.077221], [-1.491027, -7.914812, -17.517679], [2.992368, -8.423650, -17.587575], [2.284491, -9.938941, -17.073600], [2.078761, -8.509377, -16.008902], [0.005834, -8.181018, -16.085155], [-1.641426, -7.861298, -18.594542], [-1.953236, -7.038376, -17.065412], [-1.977474, -8.859455, -17.253302]],
  "atomic_forces_ev_per_a": [[0.96, -1.67, -0.43], [-0.23, 1.22, -0.01], [0.16, -0.46, -0.69], [0.55, 0.20, 0.73], [0.00, -0.10, -0.04], [-0.05, -0.01, 0.82], [-0.35, 0.69, -0.36], [-0.47, 0.64, -0.05], [-0.35, 0.10, 0.48], [-0.01, -0.08, -0.07], [-0.09, -0.31, 0.38], [0.20, 0.05, -0.22], [0.02, -0.08, -0.34], [-0.45, -0.02, -0.02], [0.18, -0.01, 0.05], [-0.12, 0.02, -0.08], [-0.02, 0.03, 0.09], [0.11, 0.37, 0.10], [-0.17, -0.01, -0.19], [-0.26, -0.35, -0.13], [0.26, -0.33, -0.11], [-0.03, -0.03, 0.03], [-0.22, 0.00, 1.48], [0.94, -0.91, -1.48], [0.11, 0.73, -0.24], [-0.75, -0.06, 0.59], [0.63, 0.69, -0.94], [0.62, -0.22, 0.19], [-0.99, 0.08, -0.23], [-0.02, -0.33, -0.15], [-0.33, 0.44, -0.33], [-0.09, 0.19, -0.16], [-0.17, -0.04, 0.01], [-0.19, 0.37, -0.03], [0.05, 0.31, 0.06], [-0.05, 0.01, 0.51], [-0.14, -0.16, -0.18], [-0.64, -0.16, 0.10], [0.40, -0.43, 0.21], [-0.24, -0.38, 0.44], [0.53, 0.11, 0.23], [-0.15, 0.02, -0.08], [0.32, -0.44, -0.34], [0.02, 0.36, 0.20], [-0.22, 0.26, 0.29], [-0.41, 0.51, -0.90], [-0.21, 0.04, 0.14], [-0.16, -0.08, -1.07], [0.01, -0.14, 0.00], [0.36, 0.10, -0.30], [0.23, 0.22, 0.02], [0.18, -0.11, 0.22], [-0.28, -0.20, 0.04], [-0.03, 0.05, -0.45], [0.30, -0.10, 0.39], [0.26, -0.52, 0.12], [-0.08, 0.18, 0.19], [0.03, 0.09, 0.59], [0.32, 0.07, 0.28], [-0.10, -0.02, -0.01], [0.07, -0.12, -0.08], [-0.06, -0.19, -0.01], [0.14, 0.00, 0.25], [-0.19, -0.08, -0.06], [-0.22, 0.08, 0.04], [0.06, 0.00, 0.25], [-0.11, 0.26, 0.88], [-0.64, -0.25, 1.46], [0.75, -0.14, -0.64], [0.13, 0.74, 0.50], [-0.51, -0.84, -0.65], [-0.23, 0.72, -2.29], [0.72, -0.19, 0.29], [-0.11, 0.38, -0.13], [0.12, -0.24, -0.02], [0.30, 0.16, -0.51], [0.49, 0.12, 0.22], [-0.48, -0.11, -0.94], [0.38, 0.16, 0.24], [0.19, -0.78, 0.01], [-0.02, 0.44, 0.04], [0.25, 0.06, 0.22], [-0.03, 0.16, 0.16], [-0.37, -0.70, 0.83], [-0.33, -0.04, 0.06], [0.06, -0.14, 0.16], [-0.20, 0.16, 0.03], [-0.09, 0.18, 0.10], [-0.36, -0.10, 0.08], [-0.53, 1.40, 0.55], [0.25, -1.00, -0.71], [1.39, -0.24, -0.97], [-0.05, 0.14, 0.18], [-0.51, -0.48, 1.80], [-0.81, 0.23, -1.50], [-0.08, 0.01, 0.11], [0.36, 0.00, -0.01], [-0.02, 0.19, -0.12], [0.27, -0.28, -0.09], [0.18, -0.20, -0.48], [-0.83, 0.04, 0.14], [0.10, 0.04, 0.50], [-0.20, -0.13, 0.07], [-0.09, 0.06, 0.20], [-0.04, 0.17, -0.16], [-0.04, 0.21, -0.22], [0.30, -0.06, -0.15], [0.44, 0.05, 0.39], [0.49, 0.12, 0.15], [-0.20, -0.10, 0.31], [0.28, -1.04, 0.44], [0.22, 0.55, 0.83], [-0.26, 0.22, -0.14], [-0.39, 0.00, -1.81], [-0.09, 0.32, 0.63], [-0.39, -0.80, -1.53], [0.35, 0.59, 0.86], [0.19, 0.14, 0.05], [-0.02, 0.06, -0.56], [-0.32, 0.53, -0.12], [-0.30, 0.19, 0.09], [-0.05, -0.47, -0.23], [0.28, 0.31, 0.56], [0.03, 0.18, 0.48], [0.22, 0.01, 0.05], [0.03, -0.22, 0.37], [-0.14, -0.54, -0.26], [0.35, 0.15, 0.13], [0.22, -0.11, 0.79], [0.07, -0.08, -0.20], [0.02, -0.19, -0.14], [-0.24, 0.10, -0.36], [0.36, -0.55, -0.18], [-1.82, 0.75, 0.78], [1.42, -0.64, 0.02], [0.91, 0.38, 1.03], [-1.78, 0.26, 0.12], [-1.08, 0.32, -0.80], [0.43, -0.60, 0.73], [0.30, 0.17, 0.03], [-0.48, 0.50, -0.04], [0.10, -0.04, 0.20], [0.27, 0.07, -0.37], [0.19, -0.51, -0.21], [-0.34, 0.14, -0.17], [-0.14, -0.17, -0.46], [0.77, 0.33, 0.29], [0.75, -0.26, -0.36], [-0.02, -0.30, -0.15], [0.19, 0.23, -0.14], [0.01, -0.29, -0.03], [-0.16, -0.08, -0.22], [0.15, 0.22, -0.13], [-0.02, 0.09, 0.03], [0.30, 1.50, 0.79], [0.05, -0.99, -1.38], [-0.75, 1.06, -0.75], [0.17, -0.54, -0.17], [0.21, -0.09, 0.50], [-0.08, -1.27, 0.68], [0.20, 0.35, -1.02], [-0.17, -0.70, 0.18], [-0.38, -0.05, -0.02], [0.39, -0.60, -0.19], [0.06, 0.12, -0.08], [0.09, -0.09, 0.72], [0.25, 0.39, 0.15], [-0.28, 0.06, 0.50], [-0.26, 0.02, -0.14], [0.12, -0.04, -0.19], [-0.02, 0.17, -0.05], [0.41, 0.35, 0.30], [-0.27, 0.07, 0.13], [0.06, 0.29, 0.00], [0.18, -0.02, -0.11], [-0.07, 0.00, 0.49], [0.05, 1.11, 0.38], [0.09, 1.03, 1.37], [0.03, -1.37, 0.08], [-0.23, 0.44, -1.48], [-0.63, -0.62, -0.85], [-0.67, -0.07, 0.52], [1.07, 0.09, 0.36], [0.44, -0.78, 0.28], [0.15, 0.20, -0.74], [-0.38, -0.42, 0.54], [-0.01, -0.10, -0.30], [-0.41, -0.03, -0.98], [0.16, -0.24, 0.07], [0.47, 0.20, 0.42], [0.04, -0.01, 0.64], [0.40, -0.10, 0.00], [0.07, 0.35, 0.52], [-0.10, 0.44, -0.02], [0.10, 0.16, -0.37], [-0.59, 0.24, -0.06], [-0.11, -0.29, -0.43], [-0.03, -0.17, 0.09], [0.09, 0.95, -0.04], [-0.56, 0.06, 0.08], [1.35, 0.08, -0.05], [-0.83, -0.22, -0.33], [0.42, 0.09, -0.07], [-1.41, -0.22, -0.48], [0.15, -0.53, -0.10], [-0.18, 0.04, 0.26], [-0.10, -0.65, 0.33], [0.15, -0.20, -0.33], [0.11, -0.08, -0.04], [0.13, 0.06, 0.00], [-0.14, 0.03, 0.05], [0.45, 0.10, -0.09], [-0.07, -0.31, 0.06], [0.04, -0.03, 0.13], [-0.10, 0.01, 0.07], [0.40, 0.61, 0.25], [0.32, -0.88, 0.15], [0.11, 0.30, 0.09], [-0.02, 0.29, 0.43], [-0.46, 0.15, -0.29], [-0.22, 2.24, 0.68], [-0.09, -2.23, -0.34], [0.12, 0.68, -0.07], [0.07, -0.21, 0.91], [1.63, -0.10, -0.06], [0.50, -0.70, -0.09], [0.00, 0.01, 0.07], [0.10, -0.50, -0.24], [-0.40, 0.29, -0.16], [-0.39, 0.30, -0.63], [-0.93, 0.41, 0.28], [-0.20, 0.10, -0.45], [-0.23, -1.54, -0.26], [-1.63, -0.03, -0.49], [0.75, 0.05, 0.11], [0.49, -0.04, 0.03], [1.10, -0.14, -0.05], [0.50, 0.64, 0.54], [-0.12, 0.59, -0.15], [0.04, 0.25, 0.14], [0.24, 0.20, -0.14], [-0.68, 0.24, 0.06], [-0.35, 0.18, 0.37], [-0.04, -0.50, -0.13], [-0.28, -0.70, 0.08], [-1.60, -1.07, 0.40], [0.40, 0.04, -0.20], [0.53, 1.03, -0.94], [1.04, 1.10, -0.46], [0.09, 1.00, 0.54], [-0.04, -0.21, -0.13], [0.89, 0.10, -0.17], [-0.02, -0.65, 0.36], [-0.05, -0.77, -0.04], [-0.73, -0.11, 0.21], [-0.25, 0.14, 0.37], [1.54, 1.08, -1.38], [-0.59, -0.97, -0.19], [-0.22, 0.13, -0.17], [-0.10, 0.18, 0.22], [0.16, -0.58, 0.66], [-0.40, -0.30, 0.82], [-0.17, 0.04, 0.14], [-0.19, -0.35, 0.10], [0.01, 0.23, -0.03], [0.39, 0.37, -0.61], [-0.02, 0.17, 0.24], [-0.38, -0.11, 0.18], [-0.16, 1.27, -0.64], [-0.24, -1.85, -0.17], [-0.03, 0.51, 0.05], [0.54, 0.27, 0.06], [-0.13, -0.50, -0.19], [0.31, -0.03, 0.49], [-0.45, -0.06, -0.09], [0.38, -0.10, 0.07], [-0.27, 0.24, -0.02], [0.70, 0.25, -0.08], [-0.23, -0.18, 0.12], [-0.45, 0.33, 0.32]],
  "molar_mass_g_mol": 1377.40,
  "multiplicity": 1,
  "e_homo_ev": -7.94,
  "orbital_gap_ev": 8.229
}